(1)
67
Properties=species:S:1:pos:R:3:forces:R:3:lowdin_spin:R:1 method="wB97M-V/def2-TZVPD" largest_force_ha_per_bohr=0.0229 multiplicity=3 energy_ha=-3920.091032 total_charge=0 orbital_gap_ev="7.63 / 8.79" s_squared=2.01
O 1.4407 -0.0108 -0.0036 0.1 0.0 0.1 0.000
C 0.6163 0.8388 0.0051 -0.1 0.1 0.1 0.000
C -0.8601 0.7420 -0.0881 0.0 0.2 0.0 0.000
C -1.3343 1.9844 -0.1365 0.1 -0.7 0.0 0.001
Br -3.0956 2.5286 -0.2517 0.0 0.1 0.0 0.000
C -0.1888 2.9417 -0.0928 -0.1 0.1 -0.1 0.000
O -0.1939 4.1228 -0.2158 0.1 -0.1 0.1 0.000
O 0.9523 2.1965 0.0881 0.1 -0.1 -0.3 0.000
H -1.3647 -0.2139 -0.1229 0.0 0.2 0.0 0.000
C 2.6307 2.7532 4.2229 0.0 -0.1 0.0 0.004
C 1.0937 2.5549 4.2706 0.6 0.3 -0.2 0.026
C 0.5042 2.9415 5.6352 -0.2 -0.2 0.2 0.017
C 0.7005 1.9051 6.7396 0.0 0.0 -0.1 0.001
C 0.2343 0.5275 6.2715 -0.1 0.2 0.1 0.017
C 0.9276 0.0827 4.9835 0.5 -0.4 0.0 0.026
N 0.7264 1.1393 3.9373 -1.0 0.2 0.5 0.389
O -0.4177 1.0396 3.3514 0.5 -0.1 -0.2 0.509
C 2.4118 -0.1924 5.2646 0.0 0.1 -0.1 0.003
C 0.3264 -1.2192 4.4708 -0.2 -0.1 0.0 -0.001
C 0.4913 3.4593 3.2079 -0.3 0.1 -0.1 -0.001
H 3.1748 1.8223 4.1143 0.0 0.0 0.0 0.001
H 2.9071 3.3581 3.3598 -0.1 0.1 0.0 0.000
H 3.0021 3.2581 5.1157 0.0 0.0 0.0 0.000
H -0.5708 3.1052 5.5110 0.0 -0.1 -0.1 0.002
H 0.9321 3.9012 5.9310 0.0 0.0 0.0 0.002
H 1.7452 1.8735 7.0602 0.0 0.0 0.0 0.000
H 0.1233 2.2043 7.6164 0.0 0.0 0.0 0.001
H 0.4183 -0.2241 7.0424 0.0 0.0 0.0 0.002
H -0.8471 0.5528 6.1048 0.0 0.0 -0.1 0.002
H 2.9414 -0.4407 4.3438 0.0 0.0 0.0 0.001
H 2.4872 -1.0478 5.9366 -0.1 0.0 0.0 0.000
H 2.9284 0.6330 5.7462 0.0 0.0 0.0 0.000
H -0.7509 -1.1481 4.3430 0.0 0.0 0.0 0.000
H 0.5340 -2.0113 5.1910 0.0 0.0 0.0 0.000
H 0.7676 -1.5001 3.5135 0.0 0.0 0.0 0.000
H 0.7917 3.1145 2.2237 0.1 0.1 0.0 0.000
H 0.8469 4.4811 3.3448 0.1 0.0 0.1 0.000
H -0.5964 3.4769 3.2478 0.0 -0.1 0.0 0.000
C -2.9031 -2.7245 -5.2928 0.1 -0.1 0.1 0.004
C -2.1525 -1.4676 -4.7835 -0.6 -0.4 -0.1 0.026
C -1.5728 -0.6359 -5.9383 0.2 0.1 -0.1 0.017
C -0.2925 -1.1909 -6.5577 -0.1 -0.1 0.1 0.001
C 0.7438 -1.4802 -5.4753 0.0 0.2 -0.2 0.016
C 0.2129 -2.4209 -4.3946 0.1 -0.7 0.0 0.026
N -1.0563 -1.8444 -3.8322 0.5 1.0 -0.2 0.386
O -0.8204 -0.9255 -2.9614 -0.2 -0.4 0.2 0.514
C 0.0132 -3.8255 -4.9820 -0.1 0.0 0.0 0.002
C 1.2204 -2.5534 -3.2593 0.1 0.1 0.1 -0.001
C -3.1703 -0.6064 -4.0434 0.0 0.1 0.1 -0.001
H -2.4233 -3.6513 -5.0004 0.0 0.0 0.0 0.001
H -3.9066 -2.7648 -4.8697 0.0 0.1 0.0 0.000
H -3.0015 -2.7256 -6.3791 0.0 0.0 0.0 0.000
H -1.3615 0.3708 -5.5646 0.0 0.0 0.1 0.002
H -2.3472 -0.5277 -6.7003 0.0 0.0 0.0 0.002
H -0.5038 -2.0888 -7.1447 0.0 0.0 0.0 0.000
H 0.1105 -0.4583 -7.2593 0.0 0.0 0.0 0.001
H 1.6431 -1.9224 -5.9096 0.0 0.0 0.0 0.002
H 1.0477 -0.5377 -5.0094 0.0 0.0 0.1 0.002
H -0.4327 -4.4948 -4.2449 0.0 0.0 0.0 0.001
H 0.9876 -4.2305 -5.2562 0.0 0.0 0.1 0.000
H -0.5995 -3.8449 -5.8790 0.0 0.0 0.0 0.000
H 1.5037 -1.5886 -2.8464 -0.1 0.0 0.0 0.000
H 2.1189 -3.0392 -3.6411 0.0 0.0 0.0 0.000
H 0.8172 -3.1641 -2.4505 0.0 0.0 0.0 0.000
H -3.5340 -1.1131 -3.1488 0.0 0.0 0.0 0.000
H -4.0167 -0.4314 -4.7092 0.0 0.0 0.0 0.000
H -2.7603 0.3569 -3.7491 0.0 0.0 0.0 0.000

(2)
63
Properties=species:S:1:pos:R:3:forces:R:3:lowdin_spin:R:1 method="wB97M-V/def2-TZVPD" largest_force_ha_per_bohr=0.0695 multiplicity=3 energy_ha=-2069.767931 de_lowest_kj_mol=0.0 total_charge=+2 orbital_gap_ev="5.53 / 5.96" s_squared=2.02
P 0.5712 1.2968 0.8384 0.4 0.7 -1.7 0.044
P -0.8168 -1.2751 0.3445 1.7 -0.4 -2.4 0.038
C 0.5257 0.8135 -0.9422 0.6 0.1 0.3 0.002
C -0.4608 -0.3030 -1.1884 -0.7 -0.6 0.1 0.012
H 1.5511 0.5409 -1.2454 -0.4 0.0 0.1 0.000
H 0.2387 1.6992 -1.5237 0.4 -0.3 0.2 0.000
H -1.4185 0.0706 -1.5866 0.3 -0.1 0.1 0.000
H -0.0565 -1.0093 -1.9203 -0.3 0.2 0.1 0.000
C 0.5324 -2.5100 0.2983 -0.2 -0.3 -0.1 0.016
H 0.3697 -3.2850 1.0632 0.2 0.3 -0.4 0.001
H 1.5134 -2.0327 0.4515 -0.4 -0.2 -0.1 0.000
H 0.4978 -2.9756 -0.7012 0.1 0.1 0.4 0.001
C -2.3247 -2.1864 -0.0086 -0.4 -0.2 0.3 -0.004
H -2.2262 -2.6362 -1.0093 -0.1 0.1 0.3 -0.002
H -3.1938 -1.5131 0.0177 0.2 -0.3 -0.1 0.001
H -2.4440 -2.9758 0.7466 -0.1 0.1 -0.3 0.000
C 2.1840 2.0275 1.0857 0.3 0.2 0.3 0.007
H 2.1963 2.5589 2.0456 0.2 -0.1 -0.3 0.000
H 2.3924 2.7256 0.2604 0.0 -0.2 0.3 0.000
H 2.9432 1.2320 1.1019 -0.2 0.3 0.0 0.000
C -0.6780 2.6317 0.8768 0.4 0.6 -0.1 0.026
H -1.6626 2.3013 1.2533 0.1 0.2 -0.1 0.011
H -0.7895 2.9942 -0.1581 -0.2 -0.1 0.5 0.000
H -0.2792 3.4500 1.4968 -0.4 -0.2 -0.1 0.003
W -0.7947 0.0708 2.3199 -2.5 -0.3 2.6 1.711
C -0.7955 -0.3030 -4.4842 0.3 -0.3 0.1 0.000
C 0.3644 -0.9579 -4.3302 -0.9 0.1 -0.4 0.000
C 1.6236 -0.6349 -5.0676 0.5 0.1 0.0 0.000
C 1.9328 0.8759 -5.2537 0.4 -0.1 -0.4 0.000
C 1.6010 1.7662 -4.0861 -0.2 0.1 0.2 0.000
C 0.4210 2.3716 -3.8985 0.9 0.1 -0.3 0.000
C -0.7477 2.2617 -4.8243 -0.5 -0.1 -0.1 0.000
C -1.0038 0.8524 -5.4234 -0.4 0.2 -0.4 0.000
C 0.2581 1.1646 3.7468 1.5 0.6 -0.6 -0.013
H -1.6975 -0.6172 -3.9453 0.4 -0.1 0.0 0.000
H 0.4084 -1.8606 -3.7186 -0.1 0.1 0.0 0.000
H 1.6036 -1.0971 -6.0703 0.0 0.1 0.3 0.000
H 2.4657 -1.0981 -4.5327 -0.2 0.1 -0.2 0.000
H 3.0186 0.9489 -5.4275 -0.4 0.0 -0.1 0.000
H 1.4482 1.2325 -6.1736 0.2 0.0 0.4 0.000
H 2.4359 1.9311 -3.3935 -0.4 0.1 -0.1 0.000
H 0.3027 3.0940 -3.0888 0.1 -0.1 0.0 0.000
H -0.6317 2.9655 -5.6676 -0.1 -0.1 0.3 0.000
H -1.6503 2.5792 -4.2812 0.2 0.0 -0.2 0.000
H -2.0594 0.8363 -5.7392 0.4 0.0 0.0 0.000
H -0.4045 0.7328 -6.3370 -0.3 -0.1 0.4 0.000
H -0.3874 1.1191 4.6385 -0.3 -0.2 -0.3 -0.004
H 0.4240 2.2054 3.4708 0.2 0.1 0.4 0.010
H 1.2030 0.6727 4.0023 0.0 0.4 0.1 0.008
Cl -2.7177 -0.7658 3.6235 -0.6 -0.7 0.5 0.030
C -1.7061 -1.5053 4.9401 1.0 0.1 1.1 0.014
C -2.1345 -1.5483 6.2698 0.0 0.2 -0.1 0.001
C -1.1483 -1.6266 7.2765 -0.3 -0.2 -0.6 0.004
C 0.2123 -1.6343 6.9397 0.2 0.0 0.1 0.005
C 0.6172 -1.6761 5.6091 -1.0 -0.2 -0.2 0.001
C -0.3684 -1.6687 4.5971 0.8 0.5 -0.2 0.021
C 0.0266 -1.6597 3.1442 -0.3 -0.3 0.6 0.025
H -3.1979 -1.5052 6.5061 0.3 0.1 0.1 0.000
H -1.4471 -1.6828 8.3263 0.0 0.1 -0.4 0.000
H 0.9763 -1.6147 7.7233 -0.4 0.0 -0.2 0.000
H 1.6654 -1.6817 5.3032 -0.3 -0.1 0.3 0.000
H 1.1092 -1.6275 3.0190 0.0 -0.3 0.0 0.014
H -0.3912 -2.5557 2.6899 0.2 -0.2 0.0 0.014

(3)
69
Properties=species:S:1:pos:R:3:forces:R:3:mulliken_charge:R:1 method="wB97M-V/def2-TZVPD" largest_force_ha_per_bohr=0.0258 energy_ha=-1571.749838 total_charge=+1 orbital_gap_ev=8.20
C -1.4666 -0.9157 6.2883 -0.1 -0.2 -0.1 -0.966
N -2.3389 -0.5100 5.1747 0.3 0.5 0.0 -0.291
C -3.2783 0.5632 5.4816 0.2 -0.8 -0.2 -0.261
C -4.6399 -0.0044 5.6924 0.2 0.2 -0.1 0.448
N -5.0110 -1.0894 5.1211 -0.4 -0.1 0.0 -0.038
C -6.3549 -1.5383 5.5297 0.4 -0.7 0.8 -0.543
C -6.5435 -0.7632 6.8437 -0.3 0.8 -1.0 -0.607
C -5.7233 0.5188 6.5662 0.0 -0.4 0.0 -0.574
H -0.4432 -0.9950 5.9366 0.1 0.0 -0.1 0.357
H -1.4740 -0.1981 7.1075 0.0 0.1 0.1 0.303
H -1.7434 -1.8919 6.6768 -0.1 -0.1 0.1 0.272
H -1.7537 -0.1876 4.4153 -0.1 -0.1 -0.2 0.301
H -3.3264 1.1981 4.5985 -0.2 0.4 -0.1 -0.057
H -3.0099 1.1778 6.3410 0.1 0.1 0.1 0.402
H -4.4047 -1.5906 4.4829 0.3 0.0 0.0 0.309
H -6.3306 -2.6059 5.7256 0.0 -0.1 -0.2 0.336
H -7.1082 -1.3510 4.7728 0.0 0.3 -0.2 0.352
H -7.5926 -0.5132 6.9425 -0.1 -0.1 0.5 0.336
H -6.1426 -1.3048 7.6893 -0.1 -0.2 0.2 0.334
H -6.3370 1.2053 5.9820 0.1 0.3 -0.1 0.269
H -5.3089 1.0498 7.4148 -0.1 0.0 0.2 0.401
O -1.8247 0.6002 2.2282 0.1 -0.1 0.1 -0.607
C -2.5874 1.3865 1.7419 0.0 -0.1 -0.1 0.492
O -3.3996 2.1338 2.5277 -0.2 0.1 0.1 -0.360
C -4.3015 2.9238 1.7192 0.0 0.1 -0.2 -0.493
C -3.6086 3.0295 0.3642 0.1 -0.1 0.0 -0.548
C -2.8500 1.7009 0.2884 0.0 0.4 0.1 -0.131
H -5.2570 2.3987 1.6579 0.0 0.0 0.0 0.275
H -4.4528 3.8828 2.2069 0.1 0.0 0.1 0.339
H -4.3022 3.1937 -0.4560 0.0 0.0 0.0 0.367
H -2.8994 3.8568 0.3751 0.0 0.0 0.0 0.260
H -3.4615 0.9015 -0.1329 0.1 -0.1 0.0 0.277
H -1.9174 1.7689 -0.2660 0.0 -0.2 -0.1 0.033
O 0.0504 1.7543 -2.2166 -0.2 0.1 0.0 -0.620
C 0.9307 2.1062 -1.4847 0.2 -0.3 -0.1 0.554
O 1.2055 3.4060 -1.2459 0.0 0.1 0.1 -0.388
C 2.3748 3.5234 -0.4097 0.1 0.0 0.1 -0.459
C 2.4803 2.1873 0.3181 -0.1 -0.1 -0.1 -0.544
C 1.8959 1.2258 -0.7162 0.1 0.2 0.3 -0.087
H 3.2348 3.7155 -1.0530 0.0 0.0 0.0 0.263
H 2.2361 4.3715 0.2553 -0.1 0.0 -0.1 0.348
H 3.4948 1.9490 0.6278 0.0 0.0 -0.1 0.346
H 1.8494 2.1995 1.2082 0.0 0.0 0.0 0.222
H 2.6547 0.8578 -1.4094 0.0 -0.1 0.0 0.033
H 1.3727 0.3838 -0.2720 0.0 -0.1 -0.1 0.326
O 3.0232 -2.9693 -0.9089 0.0 0.0 0.1 -0.600
C 2.8170 -2.6544 -2.0430 -0.2 0.0 0.0 0.537
O 3.5428 -1.7024 -2.6741 0.0 0.1 -0.1 -0.383
C 3.0052 -1.4488 -3.9888 0.0 0.0 -0.1 0.107
C 2.2335 -2.7126 -4.3514 0.0 0.0 0.1 -0.516
C 1.7469 -3.1833 -2.9813 0.2 0.0 -0.3 -0.435
H 2.3587 -0.5707 -3.9348 0.0 0.0 0.0 0.196
H 3.8269 -1.2324 -4.6649 0.1 0.1 0.1 -0.117
H 1.4399 -2.5315 -5.0724 0.0 0.1 0.0 0.429
H 2.9130 -3.4540 -4.7748 0.0 0.0 0.0 0.229
H 0.7962 -2.7250 -2.7040 0.0 0.0 0.0 0.214
H 1.6665 -4.2624 -2.8907 -0.1 0.0 0.1 0.335
O 5.0118 0.4743 -6.3224 -0.1 0.0 0.1 -0.570
C 5.6597 -0.3265 -6.9294 0.0 -0.1 0.0 0.525
O 5.9780 -0.1603 -8.2314 0.0 0.0 -0.1 -0.354
C 6.6788 -1.3132 -8.7317 0.1 -0.1 0.0 -0.396
C 7.2691 -1.9877 -7.4981 -0.1 0.0 0.1 -0.600
C 6.2307 -1.6440 -6.4307 0.3 0.1 -0.2 -0.305
H 5.9604 -1.9513 -9.2502 0.0 0.0 0.0 0.254
H 7.4285 -0.9773 -9.4426 0.0 0.1 0.0 0.318
H 7.4373 -3.0533 -7.6351 -0.1 0.0 0.0 0.334
H 8.2231 -1.5249 -7.2449 0.0 0.0 0.0 0.274
H 5.4210 -2.3758 -6.3951 0.0 0.0 0.0 0.161
H 6.6505 -1.5223 -5.4363 -0.1 0.0 0.1 0.382

(4)
64
Properties=species:S:1:pos:R:3:forces:R:3:lowdin_spin:R:1 method="wB97M-V/def2-TZVPD" largest_force_ha_per_bohr=0.0654 multiplicity=5 energy_ha=-1690.813813 total_charge=+2 orbital_gap_ev="8.12 / 4.41" s_squared=6.03
C -2.1355 0.7222 -3.7622 0.1 -0.1 0.3 0.017
C -1.7327 -0.4412 -3.1025 0.2 -0.3 -0.4 0.004
C -0.9182 -0.4214 -1.9620 -0.6 0.8 -0.1 0.027
C -0.6086 0.8418 -1.3971 0.0 -0.9 -0.3 0.052
C -0.8020 1.9755 -2.2074 -0.6 0.0 0.0 0.026
C -1.6554 1.9412 -3.3000 0.2 -0.1 -0.5 0.000
C -0.6273 -1.7207 -1.2572 -1.1 -0.1 0.4 0.031
C 0.6159 -2.6148 -1.5397 -0.6 0.3 1.2 0.070
N 1.7155 -2.1210 -2.3142 0.5 -1.7 -0.6 0.620
Os -0.3858 1.3269 0.6364 2.4 -0.5 -0.3 1.662
C -0.1438 3.2655 -1.8290 0.1 0.5 0.5 0.039
P 0.9314 2.8297 -0.3792 0.4 0.6 -3.3 0.096
H -2.0864 -1.4098 -3.4644 0.1 0.2 0.0 0.000
H -1.9359 2.8841 -3.7755 0.2 -0.3 -0.1 0.000
H -2.7850 0.6878 -4.6322 0.0 -0.1 0.2 0.001
H -0.8865 4.0350 -1.5463 0.4 -0.2 0.0 0.001
H 0.4529 3.6726 -2.6616 -0.1 -0.1 0.2 0.004
H -0.6090 -1.5181 -0.1709 0.0 -0.1 -0.5 0.007
H -1.5026 -2.3623 -1.4528 0.3 0.1 0.3 0.000
H 1.0189 -2.8613 -0.5447 -0.1 -0.1 -0.5 0.002
C 1.6447 4.3764 0.1718 0.2 0.3 0.8 -0.001
C 2.3298 1.9684 -1.1783 0.4 -0.1 0.0 0.035
H 0.2713 -3.5662 -1.9961 0.3 0.4 -0.1 0.042
C 1.5797 -1.9369 -3.7367 -0.4 1.0 -0.4 0.066
C 3.0103 -2.5720 -1.8409 0.6 -0.1 0.5 0.061
H -0.4683 2.6246 1.7512 -1.2 0.8 0.8 0.021
H 1.8473 -2.8424 -4.3094 0.0 0.1 0.5 0.035
H 0.5549 -1.6507 -3.9712 0.1 0.0 0.0 0.001
H 2.2520 -1.1314 -4.0628 0.0 -0.2 0.1 0.018
H 3.6478 -2.9524 -2.6530 -0.3 0.3 0.2 0.011
H 3.5406 -1.7547 -1.3264 -0.1 0.0 -0.2 0.030
H 2.8525 -3.3597 -1.0861 0.2 0.3 -0.4 0.012
H 2.8043 2.6144 -1.9253 0.0 0.0 0.2 0.004
H 3.0744 1.7058 -0.4186 -0.1 0.1 -0.1 0.001
H 1.9915 1.0507 -1.6701 0.0 0.3 0.2 0.002
H 1.4878 5.1707 -0.5697 0.0 -0.3 0.1 0.000
H 1.1864 4.6759 1.1199 0.2 0.2 -0.1 0.001
H 2.7229 4.2394 0.3196 -0.3 0.1 0.1 0.000
H 0.2709 2.3037 1.8922 1.1 -0.3 1.0 0.031
C 2.3609 -0.7759 2.4928 0.2 0.0 -0.2 0.011
Si 0.7095 -0.6741 3.3360 -0.3 -0.3 0.7 0.048
C 0.1866 -2.3440 3.9917 0.0 0.0 -0.1 0.005
C 0.6924 0.5574 4.7311 -0.1 0.2 -0.1 0.016
N -0.4787 -0.0613 2.1441 0.2 -0.1 -0.2 0.481
C -1.7996 -0.3458 1.8901 -0.2 -0.3 0.3 0.052
C -2.4040 -1.6119 2.0794 -0.2 0.2 -0.6 0.075
C -3.7069 -1.7915 1.6330 0.1 0.1 0.1 -0.001
C -4.4117 -0.7419 1.0152 0.0 -0.3 -0.2 0.092
C -3.7919 0.4704 0.7502 0.4 0.7 0.0 0.009
C -2.4894 0.6989 1.2185 -1.7 -0.8 0.3 0.136
H 3.1492 -0.4679 3.1943 -0.1 -0.1 -0.2 0.000
H 2.4131 -0.1298 1.6071 0.0 0.0 0.1 0.007
H 2.5695 -1.8060 2.1750 0.0 0.2 0.1 0.000
H 0.8026 -2.5758 4.8761 -0.2 0.0 -0.3 0.001
H -0.8705 -2.3537 4.2967 0.4 0.0 0.1 0.000
H 0.3469 -3.1257 3.2342 -0.1 0.1 0.3 0.000
H 1.1773 1.4936 4.4322 -0.1 -0.1 0.1 0.000
H -0.3430 0.7824 5.0205 0.2 0.0 0.0 0.000
H 1.2201 0.1555 5.6076 -0.1 0.1 -0.2 0.002
H -1.8165 -2.4304 2.4989 -0.4 0.3 -0.1 0.003
H -4.1922 -2.7611 1.7553 0.1 0.3 0.0 -0.001
H -5.4507 -0.8926 0.7226 0.3 0.0 0.0 0.004
H -4.3061 1.2779 0.2156 0.1 -0.4 0.3 -0.001
H -2.0874 1.7782 1.2336 -1.2 -0.4 0.3 0.032